*1*
Below is a cluster of 2 separate species, C5H3NO in total, with properties calculated with ωB97M-V with the def2-TZVPD basis set.

Charge ... 0
Molar mass ... 93.08 g mol⁻¹
HOMO ... -10.1 eV

Atoms and positions in Å:
N -2.155 -1.807 -1.109
C -1.278 -1.389 -0.464
C -0.151 -0.949 0.212
C 0.088 -0.348 1.389
O 0.613 0.522 2.027
C 1.114 1.588 -0.600
C 0.439 1.020 -1.424
H -0.328 -1.353 1.844
H 1.709 2.072 0.145
H -0.143 0.595 -2.214

***

*2*
Below is an isolated molecule of C5H3NO, with properties calculated with ωB97M-V with the def2-TZVPD basis set.

Charge ... 0
Molar mass ... 93.08 g mol⁻¹
Structure (SMILES) ... C#Cc1cocn1
HOMO ... -9.2 eV

Atoms and positions in Å:
C 2.821 -0.100 0.094
C 1.632 0.059 -0.013
C 0.170 0.003 -0.032
C -0.690 1.111 -0.025
C -1.854 -0.787 -0.032
H 3.830 -0.394 -0.005
H -0.710 2.154 -0.265
H -2.659 -1.442 0.228
N -0.583 -1.127 -0.062
O -1.955 0.525 0.113

***

Top of the stability list: *2*, leading by 335.4 kJ/mol.

***

*1*
Below is a cluster of 3 separate species, C5H3NO in total, with properties calculated with ωB97M-V with the def2-TZVPD basis set.

Charge ... 0
Molar mass ... 93.08 g mol⁻¹
HOMO ... -9.9 eV

Atoms and positions in Å:
N -0.975 2.779 0.016
C -0.744 1.753 -0.344
C -0.453 0.562 -0.762
C -0.486 -0.611 -1.189
O -0.111 -1.716 -0.891
C 0.930 -1.284 1.017
C 0.662 -0.110 1.302
H -0.886 0.167 -2.339
H 1.355 -2.233 1.202
H 0.709 0.693 1.988

***

*2*
Below is an isolated molecule of C5H3NO, with properties calculated with ωB97M-V with the def2-TZVPD basis set.

Charge ... 0
Molar mass ... 93.08 g mol⁻¹
HOMO (spin up / spin down) ... -8.1 / -8.1 eV

Atoms and positions in Å:
C -0.727 0.276 0.220
C 1.556 1.166 0.522
C -0.337 -0.053 -1.102
C 0.090 1.456 0.551
C 1.234 1.389 -0.796
N 0.841 0.278 -1.604
O 0.169 2.324 -0.551
H -1.679 -0.078 0.470
H 2.275 0.432 0.929
H -1.023 -0.774 -1.445

***

Top of the stability list: *2*, leading by 40.0 kJ/mol.

***

*1*
Below is an isolated molecule of C4H3N3S, with properties calculated with ωB97M-V with the def2-TZVPD basis set.

Charge ... 0
Molar mass ... 125.16 g mol⁻¹
Structure (SMILES) ... [H]/N=C1/N=CC=NC1=S
HOMO ... -9.3 eV

Atoms and positions in Å:
C -0.461 0.942 -0.122
C 1.601 0.020 -0.265
C 1.075 -1.379 -0.107
C -1.124 -0.450 -0.033
H -2.137 1.855 0.375
H 2.746 0.263 -0.321
H 1.721 -2.271 0.319
N -1.177 1.999 0.104
N 0.915 1.099 -0.025
N -0.277 -1.566 0.234
S -2.882 -0.512 -0.158

***

*2*
Below is an isolated molecule of C4H3N3S, with properties calculated with ωB97M-V with the def2-TZVPD basis set.

Charge ... 0
Molar mass ... 125.16 g mol⁻¹
Structure (SMILES) ... S=c1ncccnn1
HOMO ... -9.1 eV

Atoms and positions in Å:
C 0.812 0.376 -1.376
C -0.835 -0.927 -0.456
C -0.501 -0.624 0.922
C 0.018 0.589 1.252
H -1.597 -1.760 -0.541
H -0.771 -1.339 1.716
H 0.343 0.839 2.292
N -0.114 -0.582 -1.473
N 0.036 1.673 0.356
N 0.277 1.547 -0.868
S 2.331 0.209 -1.824

***

Top of the stability list: *2*, leading by 46.1 kJ/mol.

***

*1*
Below is a structure of composition CH4INO, with properties calculated with ωB97M-V with the def2-TZVPD basis set.

Charge ... 0
Molar mass ... 172.95 g mol⁻¹
HOMO (spin up / spin down) ... -8.4 / -8.7 eV

Atoms and positions in Å:
C 0.280 -1.198 -0.692
N -0.985 0.592 -0.013
O -0.646 -0.649 0.071
I -2.414 0.989 1.426
H 0.504 -2.221 -0.767
H 1.536 1.386 0.604
H 1.005 -0.707 -1.374
H 0.721 1.806 0.744

***

*2*
Below is an isolated molecule of CH4INO, with properties calculated with ωB97M-V with the def2-TZVPD basis set.

Charge ... 0
Molar mass ... 172.95 g mol⁻¹
Structure (SMILES) ... CONI
HOMO (spin up / spin down) ... -9.4 / -9.4 eV

Atoms and positions in Å:
C 0.968 -0.461 0.156
N -0.835 0.832 -0.482
O 0.217 0.645 0.456
I -2.699 -0.409 0.131
H 1.944 -0.425 0.758
H 1.176 -0.568 -0.999
H 0.442 -1.442 0.278
H -1.213 1.827 -0.299

***

Top of the stability list: *2*, leading by 337.3 kJ/mol.

***

*1*
Below is a cluster of 2 separate species, CH4INO in total, with properties calculated with ωB97M-V with the def2-TZVPD basis set.

Charge ... 0
Molar mass ... 172.95 g mol⁻¹
Structure (SMILES) ... C=O.NI
HOMO ... -8.7 eV

Atoms and positions in Å:
C -1.611 0.458 -0.070
N 1.512 -0.842 0.073
O -0.853 0.880 0.755
I 3.056 0.485 -0.103
H -1.514 -0.685 -0.249
H -2.344 1.201 -0.579
H 0.891 -0.753 -0.720
H 0.864 -0.744 0.894

***

*2*
Below is a cluster of 2 separate species, CH4INO in total, with properties calculated with ωB97M-V with the def2-TZVPD basis set.

Charge ... 0
Molar mass ... 172.95 g mol⁻¹
HOMO (spin up / spin down) ... -8.0 / -8.6 eV

Atoms and positions in Å:
C -0.561 1.220 0.146
N 0.942 -1.244 -0.049
O 0.974 -0.105 0.525
I -2.090 -0.060 -0.494
H 0.128 1.577 -0.468
H -0.637 1.685 1.131
H 1.213 -1.369 -1.003
H 0.031 -1.704 0.211

***

Top of the stability list: *1*, leading by 259.3 kJ/mol.

***

*1*
Below is the ion C3H6N2O2 with charge +1, with properties calculated with ωB97M-V with the def2-TZVPD basis set.

Charge ... +1
Molar mass ... 102.09 g mol⁻¹
HOMO (spin up / spin down) ... -15.9 / -15.5 eV
Spin multiplicity ... 2

Atoms and positions in Å:
O 1.968 -0.527 -1.293
C 1.094 -0.672 -0.475
N 0.363 0.605 -0.338
C -0.790 0.812 0.293
N -1.403 2.019 0.061
O -1.369 -0.037 1.016
C 0.650 -1.809 0.290
H 0.761 1.224 -1.036
H -0.914 2.763 -0.488
H -2.248 2.208 0.522
H -0.382 -2.199 0.251
H 0.950 -1.751 1.360
H 1.320 -2.635 -0.162

***

*2*
Below is the ion C3H6N2O2 with charge +1, with properties calculated with ωB97M-V with the def2-TZVPD basis set.

Charge ... +1
Molar mass ... 102.09 g mol⁻¹
HOMO (spin up / spin down) ... -15.4 / -15.4 eV
Spin multiplicity ... 2

Atoms and positions in Å:
O -0.927 -0.934 1.868
C -0.506 -1.327 0.819
C 0.913 -1.237 0.404
N 1.076 -0.120 -0.585
C 0.067 0.855 -0.821
N -0.469 1.590 0.192
O -0.077 1.192 -1.982
H -1.241 -1.617 0.052
H 1.815 -1.224 1.034
H 1.229 -2.131 -0.165
H 1.238 -0.568 -1.489
H -0.953 2.403 -0.183
H -0.952 1.125 0.957

***

Top of the stability list: *1*, leading by 57.8 kJ/mol.